C44H125N7O15 | ωB97M-V/def2-TZVPD

```
191
Properties=species:S:1:pos:R:3:forces:R:3:mulliken_charge:R:1
O -2.5806 -2.2318 -9.8379 0.105 1.428 -1.070 -0.37
O -3.2282 -4.1806 0.7077 -0.143 1.831 -0.999 -0.51
O 0.5001 -10.0588 4.3085 -1.047 -0.465 -0.723 -0.33
O 5.7219 -5.8443 5.8627 0.125 -0.193 0.293 -0.34
O -1.6161 5.0629 10.4969 0.357 -0.160 0.648 -0.52
O -8.2988 1.1638 -1.3293 0.400 -0.202 -0.113 -0.36
O 5.3502 -1.7762 -5.7584 -0.861 0.779 -1.002 -0.53
O -1.2755 3.1776 -2.8841 -0.049 -0.346 -0.341 -0.54
O 0.6898 13.4623 6.4363 0.623 -0.399 -0.215 -0.32
O 1.9679 0.9287 1.4686 0.617 0.703 -0.449 -0.20
O 1.6732 -7.4529 -4.8999 -0.351 0.608 0.813 -0.51
O -4.2135 7.7195 1.5802 2.386 1.364 -0.290 -0.52
O 8.5887 1.7739 0.4795 1.115 -0.652 -0.120 -0.52
O -1.1442 5.1214 -11.4015 -2.214 0.284 1.444 -0.27
O -2.0705 -2.4075 5.8554 1.015 -0.241 -0.512 -0.49
N 1.9810 -0.0165 -1.1232 0.686 0.693 -0.830 -0.66
N -1.3744 -3.5143 -6.5746 -0.005 0.767 0.161 -0.70
N 3.6051 11.0562 6.1743 0.008 0.046 0.424 -0.77
N -2.7108 -11.5374 5.7541 0.251 1.540 -0.092 -0.73
N 0.2084 4.5122 -8.0406 1.832 -1.103 0.445 -0.72
N -5.2955 -0.4556 -2.8348 0.654 0.255 -0.174 -0.67
N 3.3233 -4.5272 5.5327 -1.134 -0.209 -0.271 -0.64
C 0.1624 6.1353 9.1814 0.608 -0.694 1.103 -0.95
C -3.6509 -5.4704 0.3943 1.277 -1.339 1.820 -0.14
C -4.5348 -6.0176 1.5197 -1.215 0.496 -1.223 -1.09
C -2.6672 -4.6351 -8.3645 0.592 0.221 -0.561 -1.33
C -0.7434 4.6758 -9.0761 -0.414 1.562 -1.083 0.39
C -2.4666 -1.7178 7.0049 -1.182 0.276 0.468 -0.17
C 0.7914 -9.3462 3.0997 0.172 -0.174 0.244 -0.71
C 4.4826 -3.7554 5.8371 0.245 0.456 1.624 0.09
C -3.4539 -0.6553 6.5731 -0.099 0.889 -0.281 -1.07
C 2.4946 11.8504 5.6327 -0.734 -0.477 -0.809 0.59
C -5.1113 5.7931 2.6565 0.467 0.406 0.177 -1.02
C 7.1478 1.8600 2.4467 0.994 -0.390 -0.395 -0.93
C -2.1302 -2.0775 -8.5213 -0.194 -2.446 0.828 -0.56
C -0.5655 4.8198 9.5800 -0.257 1.381 -1.665 -0.25
C -6.9676 0.6232 -1.4431 -0.532 0.688 -1.069 -0.67
C -1.2883 -11.4463 5.3763 0.509 -1.836 -0.254 0.42
C 1.6877 12.4537 6.8076 -0.373 1.360 0.039 -0.66
C 6.5118 -2.4522 -5.4303 1.133 -1.209 0.430 -0.12
C -0.9325 -10.2292 4.5144 0.211 0.296 0.977 -0.73
C -1.6034 4.0777 -1.8562 0.867 0.900 0.632 -0.08
C 7.3225 -2.9586 -6.6334 -0.077 0.829 -0.198 -1.08
C 1.3134 1.8130 2.3480 -0.140 0.173 -0.251 -0.79
C -0.0703 14.0428 7.5062 -0.183 -1.629 -0.336 -0.74
C -1.4782 5.9379 -8.6592 -1.308 -0.414 -1.126 -1.24
C 1.6764 10.9418 4.6710 0.187 1.004 0.063 -1.41
C -1.4835 -2.0724 -10.7381 -0.315 -1.146 -0.043 -0.68
C 4.0714 -2.6179 6.8382 0.648 -0.231 -1.114 -1.37
C -0.8515 5.2779 -12.7193 0.770 0.627 -1.096 -0.75
C -8.6181 2.2723 -2.1787 -0.095 -0.505 0.461 -0.67
C -0.4320 5.0799 -1.6689 0.014 -0.094 -0.304 -1.11
C 1.7345 -0.9822 -0.0916 1.380 0.535 0.545 0.18
C 1.2511 -0.2311 1.2016 -1.236 -1.190 -0.115 -0.74
C 6.6888 -5.7617 4.8138 -0.640 -0.301 0.506 -0.67
C 5.4927 -4.6530 6.5937 -0.012 0.974 -1.099 -0.60
C 3.3437 -7.4438 -6.5608 1.017 -0.868 0.108 -0.93
C 7.5115 2.4288 1.0701 -1.270 0.445 0.374 -0.20
C -1.0054 -12.7655 4.6372 0.911 0.269 -0.460 -1.36
C -1.6457 -3.5315 -8.0155 -0.291 0.166 0.116 0.46
C 2.9875 -6.9826 -5.1526 -0.226 -0.111 -2.206 -0.20
C -7.5291 -1.3518 -2.9285 -0.501 0.900 0.344 -1.28
C -6.6985 -0.0600 -2.7870 -0.079 -1.174 0.127 0.36
C -0.1260 4.8655 -10.5017 0.001 -0.822 1.014 -0.72
C 3.0768 -1.7056 0.1830 -0.640 -0.951 0.364 -1.29
C -5.3564 7.0230 1.7805 -1.907 -1.653 0.362 -0.14
H -2.9900 -1.8117 -7.9063 0.042 0.140 0.065 0.30
H 6.6430 -6.7079 4.2747 0.110 -0.103 0.231 0.24
H -1.3638 -1.3045 -8.4648 0.184 -0.058 0.264 0.38
H -7.9779 3.1371 -2.0043 0.309 -0.024 0.011 0.28
H -1.5039 -10.3000 3.5888 0.208 0.112 -0.358 0.37
H 7.1444 -1.8253 -4.8020 0.249 0.017 0.112 0.26
H 3.2812 -8.5320 -6.5621 -0.324 -0.153 -0.332 0.29
H -5.2125 -1.0734 -3.6295 0.309 0.136 -0.448 0.24
H -4.2317 5.2633 2.2909 -0.142 -0.160 -0.421 0.26
H -5.9771 5.1311 2.6417 0.070 0.005 0.162 0.31
H -1.1887 -2.7469 6.0257 0.061 -0.234 -0.259 0.29
H 2.9783 -2.4704 0.9534 -0.313 0.270 0.581 0.36
H 3.3746 -1.8926 6.4181 0.034 -0.137 -0.214 0.33
H -1.8598 5.8492 -7.6420 0.020 0.069 -0.018 0.36
H 0.1477 4.0748 9.9329 -0.356 0.034 0.270 0.31
H -0.7221 -3.8061 -8.5250 0.122 0.136 -0.441 0.15
H -4.3521 -1.0951 6.1395 -0.205 -0.074 0.522 0.27
H -0.9335 14.5226 7.0450 0.407 0.474 0.001 0.26
H 3.0219 -4.8858 6.4275 -0.541 -0.242 0.127 0.31
H 1.1457 0.4804 -1.3980 -0.146 0.076 0.021 0.21
H -1.0611 4.4875 8.6678 0.328 -0.677 -0.223 0.23
H -4.3469 8.6646 1.6829 -0.032 -0.133 -0.046 0.32
H 2.2063 10.8210 3.7261 0.415 -0.316 0.135 0.37
H -4.1192 -5.8654 2.5158 0.392 -0.461 -0.159 0.32
H -0.8825 6.8443 -8.7678 0.208 -0.206 0.099 0.30
H 0.6186 5.6615 -10.5066 0.313 0.024 0.053 0.37
H -9.6354 2.5703 -1.9249 0.033 -0.103 0.113 0.26
H -1.9841 2.5331 -2.8196 0.113 -0.431 -0.520 0.31
H 1.4693 9.9686 5.1161 -0.091 0.082 0.017 0.35
H -2.8637 -12.4267 6.2080 0.003 0.001 0.062 0.28
H -0.1426 5.4838 -2.6390 -0.492 0.185 -0.226 0.30
H -1.7977 -2.1335 -11.7800 -0.443 -0.128 0.175 0.26
H -6.1389 7.6758 2.1673 -0.231 -0.160 0.269 0.31
H -1.7549 5.4805 -13.2945 -0.194 -0.459 0.189 0.25
H -0.3101 4.4157 -13.1089 0.040 -0.164 -0.325 0.28
H 6.6768 -3.3184 -7.4345 -0.068 -0.286 0.185 0.31
H 4.9208 -3.3941 4.9068 0.034 0.349 0.093 0.38
H -0.2554 6.1770 -12.8758 0.525 0.138 -0.091 0.31
H 1.2554 -0.8173 2.1205 0.088 -0.685 -0.032 0.41
H 4.0248 10.5303 5.4210 -0.177 -0.312 -0.186 0.26
H -1.6702 -1.3163 7.6316 0.440 0.218 -0.434 0.31
H -0.2739 4.1585 -7.2267 -0.070 0.207 0.317 0.25
H 6.6036 0.9177 2.3833 -0.327 0.206 -0.116 0.20
H 7.7687 3.4848 1.1524 -0.264 0.216 0.209 0.29
H 8.0619 -3.7072 -6.3489 -0.366 -0.265 0.206 0.33
H 0.7681 11.4396 4.3315 -0.271 -0.051 0.480 0.35
H 7.9371 -2.1801 -7.0856 -0.193 0.359 0.030 0.29
H -5.4632 -5.4465 1.5289 -0.158 0.183 0.004 0.30
H -6.2326 1.4175 -1.3126 0.132 0.163 0.094 0.33
H 0.8411 3.7611 -8.2765 0.453 -0.205 -0.004 0.24
H 6.6721 2.3175 0.3838 -0.429 0.321 0.089 0.23
H -6.8448 0.6169 -3.6287 -0.226 0.104 0.063 0.25
H -6.8083 -0.1289 -0.6704 -0.362 0.147 0.261 0.36
H 3.7787 -7.3103 -4.4783 -0.342 0.107 0.441 0.27
H -2.3101 5.9872 -9.3618 -0.368 0.553 0.240 0.33
H 2.7393 -7.0134 -7.3593 -0.141 -0.049 0.268 0.24
H 7.6728 -5.6345 5.2652 0.176 0.242 -0.330 0.30
H 0.2042 0.0232 1.0363 -0.361 0.176 -0.136 0.41
H 3.8475 -1.0126 0.5206 -0.014 0.090 -0.208 0.22
H -5.0766 -1.0935 -2.0829 -0.047 0.039 0.579 0.26
H -0.8680 -2.9449 -10.5189 0.761 0.247 -0.446 0.29
H 2.4070 12.9974 7.4200 0.239 -0.224 0.386 0.27
H -3.6831 -4.4390 -8.0215 0.101 0.040 0.068 0.31
H 1.1971 11.6921 7.4137 0.086 -0.288 -0.049 0.34
H 4.3968 -7.2709 -6.7825 0.115 0.392 -0.068 0.34
H -7.3231 -1.9354 -2.0312 -0.050 -0.270 -0.036 0.32
H 4.9762 -2.0836 7.1278 -0.045 0.109 0.215 0.35
H -2.5176 4.6154 -2.1076 -0.034 0.350 -0.095 0.24
H 1.2254 1.4169 3.3597 0.448 -0.010 0.254 0.30
H -1.4250 -12.6982 3.6334 -0.211 -0.064 -0.121 0.32
H -0.5297 6.9651 9.0382 -0.023 -0.121 -0.184 0.32
H 0.2755 3.8925 -10.7848 0.864 -0.111 -0.006 0.38
H 6.4305 -5.0069 4.0711 0.218 0.402 0.150 0.28
H -2.3276 -5.6175 -8.0364 0.036 0.100 0.681 0.41
H -1.4604 -13.6240 5.1312 0.094 0.068 0.124 0.42
H 0.1820 -8.4481 2.9995 -0.006 0.151 0.124 0.30
H -2.7466 -6.0789 0.3890 0.206 -0.488 -0.146 0.21
H 6.2187 -3.3249 -4.8466 0.227 -0.279 0.267 0.23
H -4.8062 6.0511 3.6707 -0.445 0.156 0.193 0.30
H 1.0079 -1.6138 -0.6027 -0.337 -0.542 1.137 0.41
H -2.6615 -4.7940 -9.4428 -0.363 0.438 -0.145 0.32
H 5.0545 -4.8450 7.5731 0.024 -0.652 -0.038 0.37
H -0.5153 13.2479 8.1046 -0.053 -0.379 0.164 0.31
H 0.8396 6.3904 9.9965 -0.140 0.334 0.214 0.25
H 0.4608 14.6491 8.2399 0.399 0.423 -0.481 0.29
H -8.6253 2.0170 -3.2383 0.220 -0.110 -0.086 0.29
H -1.0672 -4.3964 -6.1904 -0.311 -0.478 -0.341 0.25
H -1.2684 -9.3662 5.0892 -0.226 0.318 -0.229 0.33
H -8.5969 -1.1335 -2.9404 -0.108 -0.124 -0.086 0.30
H 3.5992 -3.0365 7.7270 0.087 -0.173 0.023 0.35
H 1.8399 2.7655 2.2884 0.180 -0.172 0.385 0.25
H 1.8487 -9.0822 3.0804 -0.044 0.153 0.510 0.26
H 0.5360 4.7054 -1.3359 -0.310 -0.813 0.360 0.28
H 4.9196 -1.5102 -4.9426 -0.067 0.054 -0.016 0.31
H -3.2213 -11.5679 4.8832 -0.426 -0.061 -0.070 0.28
H 4.3425 11.7006 6.4211 0.152 0.104 0.438 0.25
H -5.7279 6.6114 0.8420 -0.160 0.166 -0.413 0.17
H -3.6479 0.0902 7.3442 -0.512 -0.493 0.451 0.34
H 1.6386 -8.3638 -4.5985 0.412 -0.017 -0.052 0.30
H 8.9717 2.4092 -0.1298 0.194 -0.265 -0.126 0.30
H -3.0212 -4.0304 1.6331 -0.131 -0.535 0.038 0.28
H 0.0566 -12.9650 4.4942 0.119 -0.004 0.089 0.30
H -3.1282 0.0121 5.7752 0.801 -0.366 -0.267 0.30
H -4.0103 -5.5612 -0.6308 -0.592 0.565 0.251 0.30
H -0.5598 -2.9345 -6.4324 0.038 0.442 0.198 0.25
H -7.2557 -1.9308 -3.8106 -0.010 0.099 -0.028 0.43
H 6.6469 2.5802 3.0936 -0.131 -0.093 -0.201 0.31
H 6.3940 -4.0671 6.7733 0.506 -0.187 -0.035 0.34
H -2.2443 5.6110 10.0210 -0.143 0.044 0.152 0.30
H 0.8409 6.0222 8.3358 -0.373 -0.140 -0.318 0.30
H 8.0939 1.5760 2.9076 0.102 0.203 0.284 0.32
H 3.4377 -2.3532 -0.6160 -0.007 0.689 -0.632 0.37
H 2.9679 12.6300 5.0358 -0.638 0.578 -0.071 0.26
H 0.2836 2.0332 2.0667 -0.241 -0.172 -0.497 0.29
H -0.9262 -1.1392 -10.6563 -0.054 0.125 0.507 0.27
H 2.6331 0.6636 -0.7595 0.046 0.325 -0.159 0.27
H -4.8622 -7.0319 1.2913 0.365 -0.228 0.424 0.32
H 3.5689 -5.3513 5.0028 0.145 -0.095 -0.164 0.28
H -0.6446 5.9204 -1.0082 -0.417 -0.079 -0.042 0.33
H -2.9684 -2.4363 7.6530 -0.301 0.013 0.285 0.22
H 0.6792 -9.9273 2.1844 -0.490 -0.462 0.059 0.30
H 2.9507 -5.9007 -5.2803 -0.165 0.116 1.017 0.20
H -1.4051 3.8148 -9.1712 -0.459 0.015 -0.035 0.25
H -0.6841 -11.4231 6.2832 -0.031 0.168 0.117 0.30
H -1.8517 3.4801 -0.9791 0.288 0.283 0.539 0.26
```
Positions in Å, forces in eV/Å.

As for the energy above the lowest of the compared OMol25 structures with the same formula, charge and spin: 139.9 kcal/mol. The calculation puts the maximum force at 0.0537 hartree/bohr. The calculation puts the HOMO-LUMO gap at 9.14 eV. Its net charge is 0. The HOMO energy comes out at -0.328 Ha.